Entry 1:
# C14H17N3O2S2

An isolated molecule of C14H17N3O2S2 (wB97M-V/def2-TZVPD, the Open Molecules 2025 dataset).

Properties
- HOMO energy (eV) = -8.03
- SMILES = Cc1sc2nc(SCC(=O)N3CCCC3)[nH]c(=O)c2c1C
- ΔE to the lowest compared entry with this formula, charge and spin (eV) = 0.487
- max |F| (eV/Å) = 0.81
- frontier orbital gap (eV) = 8.4

Last column: Mulliken charge in e.
Element x y z (Å)
C (-3.812, -2.467, -0.368)  -1.30
C (-2.942, -1.268, -0.244)  0.86
C (-3.345, 0.028, -0.113)  0.14
C (-2.241, 0.923, -0.020)  -0.01
C (-1.015, 0.268, -0.090)  0.46
N (0.195, 0.857, -0.014)  0.03
C (0.187, 2.141, 0.088)  0.16
N (-0.943, 2.887, 0.172)  -0.07
C (-2.246, 2.358, 0.142)  0.24
O (-3.194, 3.106, 0.245)  -0.70
H (-0.871, 3.893, 0.266)  0.28
S (1.705, 3.018, 0.204)  -0.29
C (2.785, 2.149, -0.990)  -0.67
H (2.708, 2.704, -1.926)  0.43
H (3.792, 2.243, -0.584)  0.39
C (2.448, 0.691, -1.290)  0.47
O (1.984, 0.386, -2.372)  -0.69
N (2.810, -0.208, -0.368)  0.18
C (3.246, 0.050, 0.989)  -0.46
C (2.920, -1.248, 1.725)  -0.71
H (3.559, -1.404, 2.592)  0.38
C (3.108, -2.306, 0.641)  -0.67
C (2.534, -1.619, -0.591)  -0.13
H (2.991, -1.940, -1.529)  0.30
H (1.452, -1.767, -0.670)  -0.19
H (2.595, -3.238, 0.868)  0.37
H (4.170, -2.515, 0.500)  0.31
H (1.879, -1.233, 2.049)  0.26
H (2.725, 0.907, 1.419)  0.29
H (4.326, 0.247, 1.005)  0.32
S (-1.205, -1.435, -0.260)  -0.41
C (-4.776, 0.449, -0.075)  -1.67
H (-4.838, 1.524, 0.059)  0.40
H (-5.295, -0.045, 0.746)  0.32
H (-5.276, 0.174, -1.002)  0.32
H (-4.465, -2.554, 0.500)  0.31
H (-3.211, -3.369, -0.449)  0.42
H (-4.445, -2.386, -1.253)  0.30

Cartesian forces (eV/Å) of the 6 atoms listed first:
-0.050 0.034 -0.004
0.319 0.327 0.059
0.037 -0.350 -0.026
0.542 -0.389 -0.055
-0.805 0.124 0.016
0.334 0.281 0.158

=====

Entry 2:
# C3H4ClNS

An isolated molecule of C3H4ClNS in a non-equilibrium geometry (wB97M-V/def2-TZVPD, the Open Molecules 2025 dataset).

Properties
- HOMO energy (eV) = -9.73
- SMILES = C[C@@H](Cl)SC#N
- ΔE to the lowest compared entry with this formula, charge and spin (eV) = 1.421
- max |F| (eV/Å) = 4.80
- frontier orbital gap (eV) = 9.4

Last column: Mulliken charge in e.
Element x y z (Å)
C (2.092, 0.376, 1.147)  0.37
C (-1.061, 0.409, -0.864)  -0.96
C (-0.382, -0.656, 0.021)  -0.15
N (2.210, 1.307, 1.811)  -0.40
S (1.787, -0.640, -0.135)  -0.11
Cl (-0.761, -2.389, -0.183)  -0.13
H (-0.783, 0.397, -1.820)  0.38
H (-0.655, 1.307, -0.526)  0.31
H (-2.074, 0.194, -0.598)  0.33
H (-0.373, -0.304, 1.145)  0.35

Cartesian forces (eV/Å) of the 6 atoms listed first:
-0.367 0.640 -0.733
0.493 -2.583 4.013
2.889 0.758 1.947
0.237 0.267 1.028
-2.171 -0.823 -0.502
-0.164 1.256 0.001

=====

Entry 3:
# C14H28N2O4

An isolated molecule of C14H28N2O4 (wB97M-V/def2-TZVPD, the Open Molecules 2025 dataset).

Properties
- HOMO energy (eV) = -9.46
- SMILES = CC(C)OCCCNC(=O)C(=O)NCCCOC(C)C
- ΔE to the lowest compared entry with this formula, charge and spin (eV) = 1.235
- max |F| (eV/Å) = 0.51
- frontier orbital gap (eV) = 10.3

Last column: Mulliken charge in e.
Element x y z (Å)
C (-4.555, -1.692, -1.568)  -1.31
H (-4.891, -1.413, -2.564)  0.31
H (-4.921, -2.688, -1.333)  0.39
H (-3.468, -1.712, -1.563)  0.31
C (-5.086, -0.683, -0.546)  0.77
C (-6.611, -0.636, -0.566)  -1.47
H (-6.949, -0.316, -1.548)  0.33
H (-7.022, -1.617, -0.346)  0.40
H (-6.971, 0.077, 0.171)  0.35
O (-4.626, 0.631, -0.838)  -0.40
C (-3.350, 0.961, -0.348)  -0.39
C (-3.387, 1.452, 1.106)  -0.43
H (-3.807, 0.672, 1.746)  0.27
H (-4.040, 2.323, 1.165)  0.27
C (-1.994, 1.827, 1.609)  -0.83
N (-1.122, 0.681, 1.666)  -0.08
C (-0.084, 0.476, 0.850)  0.53
O (0.335, 1.253, 0.009)  -0.78
C (0.564, -0.888, 1.105)  0.66
O (0.115, -1.646, 1.954)  -0.73
N (1.608, -1.129, 0.314)  -0.06
H (1.908, -0.406, -0.335)  0.22
C (2.419, -2.316, 0.403)  -0.83
C (3.894, -1.966, 0.600)  -0.54
C (4.504, -1.318, -0.650)  -0.51
O (3.935, -0.075, -0.994)  -0.46
C (4.405, 1.070, -0.289)  0.81
C (5.833, 1.449, -0.694)  -1.51
H (6.111, 2.381, -0.210)  0.43
H (6.552, 0.687, -0.401)  0.39
H (5.883, 1.581, -1.772)  0.34
C (3.443, 2.206, -0.622)  -1.04
H (2.422, 1.942, -0.361)  0.06
H (3.480, 2.409, -1.689)  0.32
H (3.725, 3.103, -0.079)  0.41
H (4.379, 0.873, 0.795)  0.14
H (5.589, -1.230, -0.518)  0.28
H (4.319, -1.961, -1.516)  0.36
H (3.993, -1.295, 1.455)  0.23
H (4.450, -2.878, 0.818)  0.40
H (2.302, -2.908, -0.513)  0.31
H (2.042, -2.897, 1.249)  0.44
H (-1.345, -0.090, 2.285)  0.25
H (-1.526, 2.543, 0.929)  0.34
H (-2.066, 2.272, 2.606)  0.35
H (-2.982, 1.764, -0.993)  0.34
H (-2.661, 0.111, -0.436)  0.15
H (-4.747, -0.981, 0.458)  0.19

Cartesian forces (eV/Å) of the 6 atoms listed first:
0.020 0.360 0.299
-0.055 0.020 -0.116
-0.014 -0.142 0.006
0.102 -0.053 -0.028
-0.179 -0.269 -0.108
0.459 0.092 0.129

=====

> Among the records above, which one has the highest HOMO energy?

C14H17N3O2S2

=====

> The highest frontier orbital gap belongs to which entry?

C14H28N2O4

=====

> Which formula does entry 3 have?

C14H28N2O4